a | This record from the Open Molecules 2025 dataset describes a 2-piece molecular cluster, C2H10N3O overall. The level of theory is ωB97M-V/def2-TZVPD.

Atoms and positions in Å:
C  2.048  0.031  1.574
N  1.145  0.372  0.430
C  0.029  -0.262  0.159
N  -0.418  -0.424  -1.123
N  -0.670  -0.954  1.110
H  1.476  -0.201  2.460
H  2.752  -0.814  1.330
H  2.592  0.942  1.810
H  1.681  0.642  -0.386
H  -1.140  0.272  -1.510
H  -0.667  -1.393  -1.282
H  -0.995  -1.864  0.826
H  -0.419  -0.907  2.081
H  -1.851  1.941  -2.649
H  -3.224  1.423  -2.574
O  -2.339  1.197  -2.256

Output
2S+1	1
total charge	+1
gap between HOMO and LUMO	11.2	eV

b | This record from the Open Molecules 2025 dataset describes a 2-piece molecular cluster, C2H10N3O overall. The level of theory is ωB97M-V/def2-TZVPD.

Atoms and positions in Å:
C  0.557  -0.685  0.162
C  -0.467  0.123  -0.667
N  -0.688  -0.009  0.958
N  -1.364  -0.388  -1.505
N  0.622  -2.034  0.152
O  1.232  2.229  0.663
H  1.413  -0.156  0.579
H  -0.136  1.090  -0.851
H  -0.507  0.934  1.334
H  -1.420  -0.474  1.526
H  -1.831  -1.264  -1.428
H  -1.869  0.313  -2.106
H  0.108  -2.451  -0.605
H  1.812  2.575  1.304
H  1.350  -2.646  0.473
H  1.187  2.843  0.010

Output
2S+1	1
total charge	+1
gap between HOMO and LUMO	11.2	eV

a is the most stable structure; the next one sits 0.0511 hartree above it.

a | This record from the Open Molecules 2025 dataset describes C8H8N2O3S as an isolated structure. The level of theory is ωB97M-V/def2-TZVPD.

Atoms and positions in Å:
C  2.642  -0.719  -0.902
C  1.830  -1.679  -0.295
C  2.220  0.601  -0.997
C  0.625  -1.456  0.345
C  1.011  0.943  -0.333
C  0.173  -0.121  0.271
C  0.142  2.123  -0.299
C  -1.132  0.533  0.477
N  -1.049  1.915  0.145
N  -3.926  0.248  -0.341
O  -1.998  -0.095  -1.900
O  -2.480  -1.772  -0.107
O  -1.814  0.261  2.135
S  -2.444  -0.403  -0.589
H  3.532  -1.064  -1.487
H  2.114  -2.707  -0.322
H  2.780  1.367  -1.595
H  -0.092  -2.198  0.613
H  0.534  3.175  -0.195
H  -4.154  1.207  -0.589
H  -4.526  0.037  0.438
H  -1.726  -0.758  2.258

Output
2S+1	1
gap between HOMO and LUMO	8.5	eV

b | This record from the Open Molecules 2025 dataset describes an isolated molecule of C8H8N2O3S. The level of theory is ωB97M-V/def2-TZVPD.

Atoms and positions in Å:
C  0.337  -2.220  -2.180
C  -0.117  -2.869  -1.050
C  0.555  -0.804  -2.129
C  -0.261  -2.201  0.180
C  0.183  -0.080  -0.970
C  -0.178  -0.844  0.163
C  0.330  1.330  -0.982
C  1.119  1.901  1.225
N  0.762  2.073  -0.074
N  0.292  2.790  2.018
O  -1.996  0.792  0.984
O  -1.467  -1.087  2.452
O  1.961  1.112  1.588
S  -0.748  -0.123  1.701
H  0.542  -2.746  -3.176
H  -0.271  -3.920  -1.212
H  0.894  -0.436  -3.000
H  -0.684  -2.796  0.999
H  0.187  1.637  -1.948
H  0.765  3.401  2.689
H  -0.259  3.411  1.420
H  -1.944  1.676  1.304

Output
2S+1	1
gap between HOMO and LUMO	8.8	eV

b is the most stable structure; the next one sits 0.0363 hartree above it.

a | This record from the Open Molecules 2025 dataset describes a 2-piece molecular cluster, CH3O3S overall. The level of theory is ωB97M-V/def2-TZVPD.

Atoms and positions in Å:
C  0.670  -1.144  -0.070
O  -1.674  0.998  0.074
O  0.551  2.188  0.189
O  -0.232  -1.648  -0.856
S  -0.251  1.160  0.965
H  0.843  -1.325  0.924
H  1.462  -0.579  -0.564
H  -1.368  0.350  -0.662

Output
2S+1	1
total charge	-1
gap between HOMO and LUMO	6.3	eV

b | This record from the Open Molecules 2025 dataset describes CH3O3S as an isolated structure. The level of theory is ωB97M-V/def2-TZVPD.

Atoms and positions in Å:
C  -1.173  -0.166  1.744
O  2.940  0.008  1.273
O  0.516  -0.337  1.349
O  -1.343  0.843  2.341
S  1.671  0.612  1.712
H  -0.476  -0.535  -0.535
H  -0.743  -0.697  -1.266
H  1.450  1.656  0.635

Output
2S+1	1
total charge	-1
gap between HOMO and LUMO	8.2	eV

a is the most stable structure; the next one sits 0.0300 hartree above it.

a | This record from the Open Molecules 2025 dataset describes a 2-piece molecular cluster, C5H12NO overall. The level of theory is ωB97M-V/def2-TZVPD.

Atoms and positions in Å:
C  -2.009  0.276  -0.755
O  -0.949  -0.391  -0.236
C  -3.244  -0.422  -0.127
H  -1.986  0.260  -1.906
H  -2.018  1.341  -0.452
H  -4.187  -0.186  -0.664
H  -3.352  -0.052  0.921
H  -3.165  -1.474  -0.104
N  1.006  1.470  -0.411
C  1.627  0.788  0.683
C  3.050  -1.249  0.493
C  1.838  -0.660  0.419
H  0.126  0.991  -0.680
H  1.635  1.358  -1.200
H  0.989  0.871  1.575
H  2.586  1.290  0.967
H  3.213  -2.313  0.403
H  3.917  -0.631  0.720
H  0.921  -1.269  0.354

Output
2S+1	2
gap between HOMO and LUMO (alpha / beta)	9.8 / 6.7	eV

b | This record from the Open Molecules 2025 dataset describes an isolated molecule of C5H12NO. The level of theory is ωB97M-V/def2-TZVPD.

Atoms and positions in Å:
C  -1.207  -1.475  -0.378
C  -0.335  -0.149  -0.128
C  -1.041  1.145  0.316
C  -2.299  1.387  -0.537
N  0.667  -0.607  0.887
C  1.980  0.007  0.601
O  2.559  -0.335  -0.602
H  -1.522  -1.951  0.524
H  -2.005  -1.311  -1.095
H  -0.485  -2.218  -0.781
H  0.314  -0.063  -1.027
H  -1.292  1.193  1.372
H  -0.325  1.977  0.248
H  -2.480  2.491  -0.570
H  -3.250  0.899  -0.176
H  -2.142  0.982  -1.530
H  0.888  -1.533  0.507
H  1.843  1.094  0.573
H  2.719  -0.273  1.396

Output
2S+1	2
gap between HOMO and LUMO (alpha / beta)	10.8 / 8.1	eV

b is the most stable structure; the next one sits 0.0331 hartree above it.

a | This record from the Open Molecules 2025 dataset describes a 2-piece molecular cluster, C4H14NO overall. The level of theory is ωB97M-V/def2-TZVPD.

Atoms and positions in Å:
C  1.452  -0.716  -0.899
C  1.352  0.758  -0.473
C  0.436  1.128  0.695
O  1.122  1.515  -1.624
H  2.281  -0.841  -1.596
H  0.548  -1.045  -1.418
H  1.634  -1.374  -0.048
H  2.389  1.042  -0.130
H  0.592  0.405  1.499
H  -0.628  1.145  0.457
H  0.725  2.101  1.096
H  0.476  2.223  -1.381
C  -2.449  -0.725  1.316
N  -1.430  -1.647  0.707
H  -2.592  0.110  0.637
H  -3.377  -1.291  1.371
H  -2.133  -0.362  2.287
H  -0.539  -1.174  0.534
H  -1.762  -1.984  -0.198
H  -1.267  -2.482  1.275

Output
2S+1	2
total charge	+2
gap between HOMO and LUMO (alpha / beta)	14.4 / 8.3	eV

b | This record from the Open Molecules 2025 dataset describes a 2-piece molecular cluster, C4H14NO overall. The level of theory is ωB97M-V/def2-TZVPD.

Atoms and positions in Å:
C  -1.087  -1.243  0.027
C  -0.899  -0.193  1.132
C  -2.226  0.241  1.731
O  -0.171  0.940  0.529
H  -0.117  -1.577  -0.339
H  -1.652  -0.837  -0.817
H  -1.550  -2.131  0.486
H  -0.163  -0.539  1.878
H  -2.616  -0.698  2.151
H  -2.909  0.492  0.905
H  -2.252  1.029  2.485
H  -0.858  1.627  0.356
C  2.004  -0.270  -1.736
N  2.113  0.980  -0.895
H  2.829  -0.312  -2.446
H  2.062  -1.113  -1.054
H  1.052  -0.272  -2.261
H  2.239  1.775  -1.524
H  2.950  0.951  -0.310
H  1.252  1.150  -0.298

Output
2S+1	2
total charge	+2
gap between HOMO and LUMO (alpha / beta)	14.4 / 7.3	eV

a is the most stable structure; the next one sits 0.0113 hartree above it.

a | This record from the Open Molecules 2025 dataset describes a 2-piece molecular cluster, CH4NO2S overall. The level of theory is ωB97M-V/def2-TZVPD.

Atoms and positions in Å:
C  2.026  0.662  0.177
N  -1.335  -1.532  0.105
O  -1.916  0.666  -1.013
O  -2.035  0.398  1.498
S  -1.458  -0.012  0.239
H  0.902  0.708  0.455
H  2.406  -0.327  -0.061
H  2.106  1.259  -0.738
H  -0.696  -1.822  -0.661

Output
2S+1	1
total charge	-1
gap between HOMO and LUMO (alpha / beta)	8.4 / 5.5	eV

b | This record from the Open Molecules 2025 dataset describes CH4NO2S as an isolated structure. The level of theory is ωB97M-V/def2-TZVPD.

Atoms and positions in Å:
C  0.266  -0.100  0.518
N  -0.908  0.572  1.435
O  -0.116  0.306  -2.640
O  1.107  -1.655  -1.866
S  1.028  -0.153  -1.767
H  1.207  -0.100  1.074
H  -0.245  -1.042  0.457
H  -1.772  0.847  0.823
H  -0.567  1.325  1.966

Output
2S+1	1
total charge	-1
gap between HOMO and LUMO (alpha / beta)	6.8 / 6.8	eV

b is the most stable structure; the next one sits 0.0587 hartree above it.

a | This record from the Open Molecules 2025 dataset describes an isolated molecule of C2H2FN3O. The level of theory is ωB97M-V/def2-TZVPD.

Atoms and positions in Å:
C  -0.005  -0.954  -0.028
C  -1.056  -0.067  0.027
H  3.005  0.086  0.574
H  -0.218  -2.027  -0.296
N  0.976  -0.030  -0.079
N  -0.738  1.171  0.133
N  0.622  1.215  -0.185
O  2.291  -0.533  0.051
F  -2.307  -0.462  0.026

Output
2S+1	1
SMILES string	On1cc(F)nn1
gap between HOMO and LUMO	10.1	eV

b | This record from the Open Molecules 2025 dataset describes C2H2FN3O as an isolated structure. The level of theory is ωB97M-V/def2-TZVPD.

Atoms and positions in Å:
C  -0.043  0.138  -0.484
C  -0.243  -0.517  1.321
N  0.166  -0.941  -1.066
N  -0.059  -1.721  1.120
N  -0.107  1.388  -0.986
O  0.179  -2.043  -0.215
F  -0.523  0.190  2.370
H  0.148  2.057  -0.244
H  0.482  1.448  -1.817

Output
2S+1	1
gap between HOMO and LUMO	10.3	eV

a is the most stable structure; the next one sits 0.0046 hartree above it.